Entry 1:
CH2N2OS | ωB97M-V with the def2-TZVPD basis set

```
! wB97M-V def2-TZVPD RIJCOSX def2/J DEFGRID3
* xyz 0 1
S -0.438 -0.440 -1.006
O -1.569 -1.005 -0.292
N 1.812 -1.885 0.253
N 0.025 1.593 0.299
C 0.980 -1.328 -0.252
H -0.008 1.325 1.254
H -0.802 1.740 -0.256
*
```

For the HOMO-LUMO gap (alpha / beta), the calculation gives 9.1 / 8.7 eV. Its LUMO energy (alpha / beta) is -1.99 / -1.41 eV. The energy above the lowest of the compared OMol25 structures with the same formula, charge and spin comes out at 55.8 kcal per mole.

The molecule's Löwdin atomic charges, reported in e, are given here:
1 S 0.932
2 O -0.521
3 N 0.100
4 N 0.013
5 C -0.437
6 H -0.022
7 H -0.064


Entry 2:
CH2N2OS | ωB97M-V with the def2-TZVPD basis set

```
! wB97M-V def2-TZVPD RIJCOSX def2/J DEFGRID3
* xyz 0 1
S 0.535 0.933 -0.198
O -3.408 -0.167 -0.292
N -2.911 1.989 0.415
N 1.899 1.585 -0.047
C -3.124 0.910 -0.035
H -2.211 2.658 -0.012
H 2.341 1.869 -0.918
*
```

For the HOMO-LUMO gap (alpha / beta), the calculation gives 7.4 / 7.4 eV. As for the SMILES: N=C=O.N=S. Its LUMO energy (alpha / beta) is -1.40 / -1.39 eV. The energy above the lowest of the compared OMol25 structures with the same formula, charge and spin comes out at 2.6 kcal per mole.

The molecule's Löwdin atomic charges, reported in e, are given here:
1 S 0.603
2 O 0.176
3 N 0.161
4 N -0.526
5 C -0.484
6 H 0.106
7 H -0.036


Entry 3:
CH2N2OS | ωB97M-V with the def2-TZVPD basis set

```
! wB97M-V def2-TZVPD RIJCOSX def2/J DEFGRID3
* xyz 0 1
S 0.719 -1.974 -0.370
O 3.902 -1.506 0.247
N 4.353 -2.015 2.397
N 4.083 -1.665 1.381
C 0.512 -0.413 0.059
H -0.078 -0.196 1.029
H 0.968 0.252 -0.527
*
```

For the HOMO-LUMO gap, the calculation gives 8.4 eV. As for the SMILES: N#[N+][O-].C=S. Its LUMO energy is -0.51 eV. The energy above the lowest of the compared OMol25 structures with the same formula, charge and spin comes out at 32.4 kcal per mole.

The molecule's Löwdin atomic charges, reported in e, are given here:
1 S 0.589
2 O 0.062
3 N 0.230
4 N -0.318
5 C -0.536
6 H 0.043
7 H -0.069


Entry 4:
CH2N2OS | ωB97M-V with the def2-TZVPD basis set

```
! wB97M-V def2-TZVPD RIJCOSX def2/J DEFGRID3
* xyz 0 1
S -0.374 -0.336 -0.197
O 0.149 -2.027 0.025
N 2.262 1.051 0.097
N -1.553 0.359 0.412
C 1.298 0.435 -0.049
H -0.428 -0.157 -1.693
H -1.354 0.676 1.405
*
```

For the HOMO-LUMO gap, the calculation gives 10.3 eV. As for the SMILES: N#C[S@H](=N)=O. Its LUMO energy is -0.55 eV. The energy above the lowest of the compared OMol25 structures with the same formula, charge and spin comes out at 89.5 kcal per mole.

The molecule's Löwdin atomic charges, reported in e, are given here:
1 S 0.807
2 O -0.503
3 N 0.114
4 N -0.290
5 C -0.335
6 H 0.133
7 H 0.073